Here is C3H7NO3 in the gas phase at a distorted geometry from OMol25. Energies are from wB97M-V/def2-TZVPD.

Positions of all 14 atoms, in Å:
C: 1.14 1.24 -0.03
C: 0.45 0.01 0.52
O: 1.42 -0.91 0.97
C: -0.62 -0.60 -0.28
O: -0.60 -1.97 -0.44
N: -1.61 0.15 -0.94
O: -2.05 -0.06 0.42
H: 1.78 1.68 0.74
H: 1.78 0.98 -0.88
H: 0.42 2.01 -0.34
H: -0.34 0.34 1.33
H: 1.08 -1.80 0.78
H: -1.45 -2.22 -0.86
H: -1.40 1.14 -0.99

For the energy above the lowest of the compared OMol25 structures with the same formula, charge and spin, the calculation gives 114.0 kcal/mol. As for the SMILES: C[C@H](O)[C@]1(O)NO1. The calculation puts the largest force on an atom at 3.6 eV Å⁻¹. Its LUMO energy is 0.653 eV. Its calculated total energy is -10853.4251 eV.

These are the natural (NBO) partial charges, in e, on atoms 1 to 8: atom 1 (C): -0.620, atom 2 (C): 0.002, atom 3 (O): -0.699, atom 4 (C): 0.615, atom 5 (O): -0.673, atom 6 (N): -0.373, atom 7 (O): -0.496, atom 8 (H): 0.235